Entry 1:
Below is a cluster of 3 separate species, C6H14ClNS in total in a non-equilibrium geometry, with properties calculated with wB97M-V/def2-TZVPD.

Structure (XYZ):
```
23
Properties=species:S:1:pos:R:3:forces:R:3
C -0.25638 4.06801 -0.04682 -1.39 -1.59 0.23
C -1.14439 4.03010 -1.03129 2.26 1.41 1.88
C 0.26227 0.61447 2.07501 1.41 -2.13 1.17
C 1.45753 -2.85199 -0.64634 -2.68 0.07 -2.53
C 0.42154 0.01738 0.71463 0.93 -0.35 -0.36
C 0.44378 -1.71860 -0.88616 -0.42 1.30 -2.54
N -0.01198 -1.14397 0.29556 -0.65 2.72 3.85
S -1.08718 -2.00607 1.26424 -0.58 -0.79 0.19
Cl -2.05451 -4.66466 -1.40004 -0.02 -0.62 -0.29
H -0.27114 3.16962 0.52482 0.63 -0.85 0.46
H 0.27750 4.82476 0.44550 0.57 1.45 -0.21
H -1.36403 4.90080 -1.53223 -0.67 1.58 -1.58
H -1.61356 3.13819 -1.18911 -1.40 -2.02 -0.78
H 0.29081 -0.05625 3.00838 -0.01 0.18 -1.84
H 1.03841 1.32743 2.25277 0.66 0.58 -0.25
H -0.61999 1.12367 2.21185 -2.42 1.19 -0.02
H 1.75804 -2.83795 -1.73680 0.45 -1.42 1.22
H 2.28583 -2.57642 -0.01240 -0.06 -0.03 0.31
H 0.76357 -3.70004 -0.33362 1.79 0.57 -0.33
H 1.07280 0.58042 0.02252 -0.36 -0.45 0.25
H -2.01056 -3.43306 -1.11180 -0.02 0.53 0.42
H 0.90419 -0.84461 -1.43173 -0.17 -1.07 0.09
H -0.54258 -1.96123 -1.45691 2.14 -0.26 0.64
```
Positions in Å, forces in eV/Å.

Calculated values
ΔE to the lowest compared entry with this formula, charge and spin, kJ/mol: 168.0
SMILES string: C/C=[N+](\[S-])CC.C=C.Cl
Frontier orbital gap (spin up / spin down), eV: 8.09 / 8.09
Spin multiplicity: 1

Löwdin atomic charge list, values in e, 8 entries:
1. C -0.046
2. C -0.035
3. C -0.108
4. C -0.067
5. C -0.184
6. C -0.365
7. N -0.626
8. S 0.556

***

Entry 2:
Below is the ion C4H8NO3 with charge -1 in a non-equilibrium geometry, with properties calculated with wB97M-V/def2-TZVPD.

Structure (XYZ):
```
16
Properties=species:S:1:pos:R:3:forces:R:3
O 0.56181 -0.60424 -1.29456 0.14 0.36 0.20
C -0.07051 -0.31998 -0.26067 0.37 -0.99 -0.01
N -1.40104 -0.35519 -0.18554 -0.38 0.67 -1.00
C -2.36749 -0.14133 -1.49812 0.85 0.02 0.07
O -3.33489 0.63668 -1.15327 -0.50 0.11 0.18
C 0.71088 -0.29693 1.07092 -1.93 -0.22 0.46
C 1.93673 0.57539 1.17842 1.24 0.27 -0.69
O 2.65469 0.73177 -0.05691 -0.05 -0.30 0.19
H -1.89632 0.26094 0.44512 0.23 -0.13 0.64
H -2.60182 -1.19540 -1.77027 -0.04 0.03 -0.07
H -1.63632 0.27497 -2.23261 -0.10 -0.29 0.01
H -0.04783 -0.10125 1.85295 0.53 0.49 -0.09
H 0.85798 -1.37130 1.24852 0.73 0.20 -0.23
H 1.74822 1.61237 1.48207 -0.48 -0.31 0.30
H 2.66074 0.13967 1.88248 -0.32 0.09 0.22
H 2.22517 0.15383 -0.70854 -0.28 -0.01 -0.19
```
Positions in Å, forces in eV/Å.

Calculated values
Charge: -1
ΔE to the lowest compared entry with this formula, charge and spin, kJ/mol: 265.7
SMILES string: O=C(CCO)NC[O-]
Frontier orbital gap, eV: 6.95
Spin multiplicity: 1

Löwdin atomic charge list, values in e, 8 entries:
1. O -0.024
2. C -0.524
3. N 0.080
4. C -0.491
5. O -0.289
6. C -0.115
7. C -0.260
8. O -0.106

***

Entry 3:
Below is the ion C14H27N2O4 with charge -1, with properties calculated with wB97M-V/def2-TZVPD.

Structure (XYZ):
```
47
Properties=species:S:1:pos:R:3:forces:R:3
C 1.58519 -1.16475 2.17829 0.09 -0.06 0.05
C 2.84255 -0.56079 1.55941 0.00 0.04 0.06
C 2.56789 0.73427 0.78613 -0.01 0.01 0.14
N 1.56386 0.62246 -0.26576 0.07 -0.02 -0.08
C 0.63922 1.75056 -0.26716 0.02 0.04 0.07
C -0.50368 1.55441 0.73278 0.02 -0.01 0.02
C -1.74634 2.37066 0.38824 0.06 0.00 0.06
C -2.91051 2.10918 1.34247 0.04 -0.01 0.00
C -3.48383 0.70818 1.22755 -0.04 0.12 0.07
O -3.78300 0.40050 -0.15260 -0.07 -0.14 -0.02
C -5.03603 -0.08616 -0.38547 0.22 -0.22 0.34
C -5.11162 -1.59267 -0.38990 -0.02 0.07 -0.18
O -5.97980 0.63076 -0.53527 -0.21 0.17 -0.08
C 2.13655 0.32708 -1.58746 0.05 0.03 0.06
C 2.70031 -1.08625 -1.68619 -0.08 0.01 -0.06
N 1.78471 -2.10902 -1.17416 0.05 0.06 -0.09
C 2.20431 -3.44202 -1.55784 -0.03 -0.03 0.04
C 3.19815 1.39352 -2.06904 -0.35 0.30 -0.05
O 4.26948 0.94453 -2.51815 0.12 -0.01 0.00
O 2.81958 2.58624 -1.95643 0.16 -0.39 0.02
H 1.28679 -0.61955 3.08021 -0.06 0.04 -0.08
H 1.74497 -2.20848 2.46226 0.00 0.04 0.02
H 0.77097 -1.13656 1.45412 0.04 -0.02 0.00
H 3.56065 -0.31240 2.35091 0.02 -0.05 -0.03
H 3.33254 -1.29494 0.92057 -0.10 0.01 -0.06
H 3.51126 1.13338 0.38654 -0.02 -0.01 0.00
H 2.20931 1.47107 1.51530 0.01 0.00 -0.05
H 0.23437 1.86616 -1.27452 -0.03 -0.07 0.04
H 1.16556 2.69026 -0.05761 -0.06 0.03 -0.12
H -0.73636 0.48516 0.77100 -0.06 0.06 -0.08
H -0.17272 1.83667 1.74094 0.01 -0.10 0.00
H -2.06105 2.15051 -0.63535 0.00 0.01 0.03
H -1.50438 3.43773 0.41558 0.01 -0.03 -0.01
H -2.56131 2.22455 2.37595 -0.06 0.04 -0.01
H -3.71242 2.83553 1.18633 0.01 -0.04 -0.06
H -4.40203 0.62899 1.81799 0.02 0.01 -0.01
H -2.77567 -0.04013 1.59093 0.01 0.01 -0.07
H -6.02732 -1.91187 -0.88177 0.03 -0.03 0.02
H -4.23432 -2.02164 -0.86982 -0.01 0.01 -0.01
H -5.12914 -1.94156 0.64653 0.05 0.06 -0.02
H 1.29581 0.37913 -2.29243 0.03 0.07 0.01
H 2.93876 -1.24586 -2.74713 0.07 -0.02 0.05
H 3.65046 -1.16160 -1.15433 0.01 0.03 -0.01
H 0.85891 -1.91508 -1.53955 -0.04 -0.02 0.12
H 3.23483 -3.59141 -1.22463 -0.02 -0.02 -0.02
H 2.17648 -3.63022 -2.64401 0.07 0.02 0.01
H 1.58806 -4.19854 -1.06349 -0.02 0.03 -0.03
```
Positions in Å, forces in eV/Å.

Calculated values
Charge: -1
ΔE to the lowest compared entry with this formula, charge and spin, kJ/mol: 0.0
SMILES string: CCCN(CCCCCOC(C)=O)[C@H](CNC)C(=O)[O-]
Frontier orbital gap, eV: 6.42
Spin multiplicity: 1

Löwdin atomic charge list, values in e, 8 entries:
1. C -0.124
2. C -0.239
3. C -0.189
4. N -0.124
5. C -0.209
6. C -0.191
7. C -0.211
8. C -0.182

***

Entry 4:
Below is the ion C11H16N4 with charge +2 in a non-equilibrium geometry, with properties calculated with wB97M-V/def2-TZVPD.

Structure (XYZ):
```
31
Properties=species:S:1:pos:R:3:forces:R:3
C -3.78020 -0.68997 -0.05684 0.24 0.48 0.29
C -2.81549 -1.55531 0.45288 -0.20 0.79 -1.19
C -3.46976 0.59547 -0.45012 0.49 1.11 0.78
C -1.49485 -1.23242 0.23490 -0.51 1.19 1.01
C -2.12880 1.00443 -0.39901 0.60 1.19 -1.32
C -1.13155 0.09976 -0.14858 0.00 -2.85 -0.46
C 0.89811 -0.14130 1.20603 -0.59 1.66 -1.42
C 1.90747 -1.40834 -0.36035 -0.13 -0.33 -0.98
C 0.37365 0.33242 -0.31826 -1.10 0.77 4.13
C 2.11834 2.31041 -0.75911 -1.80 -2.61 -1.53
C 0.60570 1.84120 -0.56026 3.77 -1.32 0.82
N 1.75498 -1.12634 0.98576 0.99 -0.76 0.73
N 1.08564 -0.67298 -1.08641 0.64 0.41 2.72
N 2.68624 -2.31850 -0.90287 -2.19 0.59 -3.60
N 0.57081 0.31690 2.39721 0.01 -1.06 -0.71
H -4.74663 -1.11312 -0.03525 -1.28 0.31 -0.09
H -3.27102 -2.40144 0.92772 0.80 -0.82 0.08
H -4.15671 1.43449 -0.60305 -0.29 -0.91 -0.37
H -0.76396 -1.90979 0.60221 0.75 -0.67 0.00
H -1.80826 2.01927 -0.74608 -0.91 -0.90 0.57
H 2.56039 1.91102 0.09390 1.47 -0.50 1.59
H 2.08934 3.34365 -0.64188 0.42 1.82 -0.34
H 2.69743 1.91376 -1.66215 -1.18 0.84 1.06
H 0.01403 1.96614 -1.37627 -1.58 1.29 -2.43
H 0.24143 2.37809 0.30729 -0.39 0.05 -0.02
H 2.18852 -1.61046 1.77145 0.28 -0.29 -0.57
H 1.04493 -0.82298 -2.04212 -0.40 0.16 -2.25
H 3.46201 -2.73655 -0.54409 2.37 -1.30 2.10
H 2.65127 -2.53552 -1.96425 -0.28 0.84 2.36
H -0.16471 1.03383 2.39242 0.33 -0.36 0.43
H 0.78165 -0.22581 3.28517 -0.33 1.19 -1.40
```
Positions in Å, forces in eV/Å.

Calculated values
Charge: +2
ΔE to the lowest compared entry with this formula, charge and spin, kJ/mol: 0.0
SMILES string: CC[C@@]1(c2ccccc2)NC(=[NH2+])NC1=[NH2+]
Frontier orbital gap, eV: 7.88
Spin multiplicity: 1

Löwdin atomic charge list, values in e, 8 entries:
1. C -0.035
2. C -0.033
3. C -0.014
4. C -0.031
5. C -0.028
6. C -0.192
7. C -0.158
8. C -0.278

***

Entry 5:
Below is a cluster of 2 separate species, O5S2 in total in a non-equilibrium geometry, with properties calculated with wB97M-V/def2-TZVPD.

Structure (XYZ):
```
7
Properties=species:S:1:pos:R:3:forces:R:3
O -1.67313 -0.01528 -0.31845 0.56 0.15 0.06
O -4.06686 -0.12332 -0.07078 -0.62 0.07 0.23
O 1.01258 0.00197 0.92246 1.47 -0.01 -1.12
O 2.80947 1.10443 -0.43470 -0.01 1.69 0.15
O 2.62106 -1.25141 -0.55070 -0.71 -0.54 0.48
S -2.82105 0.32278 0.45582 0.04 -0.21 -0.35
S 2.11793 -0.03918 -0.00364 -0.73 -1.14 0.55
```
Positions in Å, forces in eV/Å.

Calculated values
ΔE to the lowest compared entry with this formula, charge and spin, kJ/mol: 17.0
Frontier orbital gap, eV: 10.99
Spin multiplicity: 1

For reference, the Löwdin charges in units of e are:
1. O -0.437
2. O -0.424
3. O -0.253
4. O -0.223
5. O -0.231
6. S 0.880
7. S 0.688

***

Entry 6:
Below is a cluster of 6 separate species, C19H38ClNO22S5 in total in a non-equilibrium geometry, with properties calculated with wB97M-V/def2-TZVPD.

Structure (XYZ):
```
86
Properties=species:S:1:pos:R:3:forces:R:3
C 3.34384 6.31798 -2.25734 0.07 0.12 -0.17
N 3.75135 5.15241 -3.03516 -0.17 -0.05 0.23
C 4.66064 4.26414 -2.32289 -0.09 0.36 -0.07
C 4.64715 2.80529 -2.84556 0.71 0.67 -0.73
C 3.69544 2.44351 -3.98369 -0.28 -0.49 0.26
C 2.22299 2.10383 -3.73421 -0.33 0.52 -0.22
C 1.26616 3.24180 -3.34046 -0.74 -0.45 -0.22
C -0.15020 2.83198 -3.79326 0.25 0.23 -0.04
C 1.22203 3.48618 -1.83636 0.02 0.18 -0.18
O 4.71643 1.77228 -1.81338 -0.12 0.20 0.15
C 3.85180 1.57776 -0.83391 -0.06 -0.27 -0.22
O 3.07828 0.68474 -0.75849 -0.07 -0.14 0.07
Cl 4.05530 2.63789 0.57736 0.11 0.15 0.05
H 3.08052 6.01685 -1.24405 0.00 -0.03 -0.01
H 2.45586 6.76989 -2.70165 0.01 -0.01 -0.04
H 4.12182 7.09064 -2.20296 -0.01 0.00 0.16
H 4.17346 5.47555 -3.89495 -0.02 -0.11 -0.08
H 4.41822 4.32156 -1.26616 -0.09 -0.14 -0.01
H 5.68856 4.64163 -2.40763 0.07 -0.19 0.17
H 5.63237 2.70163 -3.30181 0.03 -0.31 0.17
H 4.14700 1.56886 -4.46239 -0.03 -0.04 0.06
H 3.75077 3.23356 -4.73605 0.06 0.14 0.15
H 2.06493 1.28160 -3.03629 0.31 -0.05 0.03
H 1.84703 1.73544 -4.69447 0.14 -0.13 0.01
H 1.49807 4.14719 -3.90378 0.32 0.08 0.27
H -0.19714 2.79569 -4.88403 -0.03 -0.12 0.01
H -0.41428 1.85084 -3.39581 -0.09 0.02 0.01
H -0.88116 3.57319 -3.46471 -0.07 -0.10 0.07
H 0.50604 4.27332 -1.59034 0.06 0.06 -0.01
H 0.86707 2.57792 -1.34146 0.15 -0.02 0.08
H 2.19070 3.78269 -1.43098 -0.03 -0.09 0.07
C 2.13539 0.27050 3.08026 0.17 -0.31 0.06
C 1.45038 -0.18442 1.80968 0.04 0.34 -0.14
O 0.14108 -0.59441 2.25580 0.15 -0.17 0.19
S -0.32277 0.31240 3.47352 0.05 0.01 -0.11
O -1.17222 1.35212 3.01287 -0.06 0.02 0.15
O -0.74331 -0.53707 4.53453 -0.12 0.00 -0.03
O 1.10016 0.93894 3.81957 -0.02 0.11 -0.13
H 2.49141 -0.57316 3.67505 -0.01 -0.01 -0.02
H 2.95515 0.95796 2.89223 -0.13 0.15 0.05
H 1.95361 -1.01459 1.32678 -0.17 -0.11 0.01
H 1.33900 0.62888 1.09555 0.02 0.00 -0.04
C -4.05703 0.59688 4.63556 0.23 0.27 -0.14
C -3.47110 0.67924 6.02931 0.01 -0.34 0.07
O -4.33563 1.60072 6.71334 0.04 0.12 -0.15
S -5.82842 1.44534 6.16085 0.07 -0.03 0.01
O -6.57087 0.60136 7.03158 -0.08 0.03 -0.04
O -6.30821 2.73743 5.82454 -0.04 0.01 0.09
O -5.47819 0.62502 4.84888 0.35 -0.07 0.59
H -3.77421 1.45884 4.03095 0.01 -0.02 -0.02
H -3.77941 -0.31795 4.12081 -0.19 -0.05 -0.01
H -2.45161 1.05029 6.03900 -0.06 0.17 0.06
H -3.51425 -0.28367 6.54225 0.02 -0.01 -0.03
C 0.44457 -3.31524 -0.55910 -0.34 -0.19 0.05
C 0.40605 -3.75643 -2.00712 0.35 -0.06 -0.10
O -0.47853 -2.81342 -2.63778 -0.11 -0.05 0.22
S -0.33212 -1.38733 -1.94420 0.12 0.04 0.02
O 0.57404 -0.57745 -2.68059 -0.13 0.03 -0.03
O -1.62305 -0.91740 -1.60083 -0.01 0.05 -0.10
O 0.43751 -1.88101 -0.63475 0.17 -0.09 0.01
H -0.44214 -3.64150 -0.01381 0.01 -0.02 -0.01
H 1.33376 -3.65574 -0.03651 0.07 0.16 -0.01
H 0.02441 -4.76390 -2.12650 -0.19 0.08 -0.10
H 1.38702 -3.67579 -2.47954 0.01 -0.03 0.03
C 4.35809 -5.49113 -1.34548 0.00 0.16 0.24
C 4.73875 -6.74777 -0.58856 0.21 -0.13 -0.24
O 3.47512 -7.33999 -0.24718 -0.05 0.22 0.12
S 2.41100 -7.05378 -1.39707 0.22 -0.01 -0.02
O 2.33578 -8.16183 -2.27473 -0.16 0.04 -0.02
O 1.24740 -6.50296 -0.79568 -0.07 -0.07 0.02
O 3.22281 -5.88721 -2.13085 0.10 -0.08 -0.04
H 4.05203 -4.69071 -0.66898 0.02 -0.01 0.01
H 5.14618 -5.13274 -2.00123 -0.09 -0.06 -0.14
H 5.30173 -6.54560 0.31759 -0.16 -0.05 0.11
H 5.29185 -7.44715 -1.21738 0.01 0.03 -0.01
C -9.27114 -2.03611 1.79210 -0.06 -0.12 -0.27
C -7.90910 -2.67512 1.97467 -0.01 -0.06 0.33
O -6.99964 -1.70740 1.43744 -0.12 -0.02 -0.20
S -7.55092 -0.22845 1.71036 -0.04 -0.05 0.02
O -6.93855 0.29679 2.87634 -0.28 0.01 -0.46
O -7.54302 0.47926 0.48235 0.08 0.01 0.00
O -9.04897 -0.65164 2.08035 0.05 -0.05 0.14
H -9.62374 -2.12685 0.76296 0.02 -0.03 0.00
H -10.01985 -2.43269 2.47221 0.01 0.15 0.09
H -7.80305 -3.61210 1.43543 0.11 0.08 -0.12
H -7.67431 -2.82811 3.02997 -0.04 -0.01 0.00
```
Positions in Å, forces in eV/Å.

Calculated values
SMILES string: CNC[C@H](CCC(C)C)OC(=O)Cl.O=S1(=O)OCCO1.O=S1(=O)OCCO1.O=S1(=O)OCCO1.O=S1(=O)OCCO1.O=S1(=O)OCCO1
Frontier orbital gap, eV: 9.01
Spin multiplicity: 1

Löwdin atomic charge list, values in e, 8 entries:
1. C -0.119
2. N -0.125
3. C -0.183
4. C -0.242
5. C -0.124
6. C -0.165
7. C -0.416
8. C -0.077

***

What is the spin multiplicity in the fifth record? 1